Entry 1:
19
Properties=species:S:1:pos:R:3:mulliken_charge:R:1 method="wB97M-V/def2-TZVPD" relative_energy_kcal_mol=0.00 e_homo_ev="-12.7 / -12.9" homo_lumo_gap_ev="9.8722 / 6.7728" e_lumo_ev="-2.9 / -6.2" multiplicity=6 total_charge=+1
O -0.86 -1.16 2.63 -0.451
C -0.25 -0.20 3.16 0.226
C 0.37 0.76 2.34 -0.197
O 0.25 0.49 1.05 -0.320
C 0.54 1.44 0.00 -0.474
C 0.69 0.61 -1.25 -0.344
O -0.37 -0.35 -1.26 -0.275
C -0.55 -1.00 -2.51 -0.711
Cr -0.86 -1.28 0.53 0.454
H -0.20 -0.09 4.26 0.438
H 0.89 1.67 2.66 0.381
H 1.46 1.99 0.23 0.368
H -0.31 2.13 -0.06 0.331
H 1.65 0.08 -1.28 0.335
H 0.61 1.26 -2.13 0.364
H -1.34 -1.74 -2.38 0.242
H -0.85 -0.26 -3.27 0.298
H 0.38 -1.49 -2.82 0.354
H -1.25 -2.87 0.10 -0.019



Entry 2:
82
Properties=species:S:1:pos:R:3:mulliken_charge:R:1 method="wB97M-V/def2-TZVPD" e_homo_ev=-10.0 homo_lumo_gap_ev=7.0054 e_lumo_ev=-3.0 total_charge=+1
C 0.35 -4.66 -3.16 -0.238
C -0.49 -3.66 -2.70 0.079
C -1.24 -3.88 -1.50 0.170
C -1.07 -5.12 -0.76 0.572
C -0.20 -6.12 -1.29 -0.924
C 0.48 -5.90 -2.47 -0.766
C -1.78 -5.25 0.45 -0.914
C -2.58 -4.20 0.92 0.686
C -2.69 -3.02 0.09 0.201
C -3.47 -1.89 0.54 0.194
C -4.12 -1.98 1.76 -0.189
C -4.03 -3.15 2.57 -0.872
C -3.29 -4.24 2.17 -0.916
H 0.93 -4.50 -4.08 0.410
H -0.08 -7.06 -0.74 0.430
H 1.15 -6.67 -2.87 0.378
H -1.68 -6.17 1.03 0.433
H -4.71 -1.13 2.12 0.419
H -4.56 -3.18 3.53 0.382
H -3.21 -5.13 2.80 0.433
N -2.05 -2.90 -1.08 -0.165
Lu 0.31 -0.44 -0.21 0.844
C -0.58 -2.30 -3.35 -1.184
H -1.61 -1.92 -3.27 0.394
H -0.28 -2.35 -4.41 0.753
C -3.48 -0.67 -0.32 -1.181
H -3.51 -0.96 -1.38 0.447
H -4.34 -0.02 -0.09 0.764
P 0.52 -1.03 -2.51 0.700
P -1.91 0.38 -0.12 1.270
C -2.32 1.19 1.51 -0.907
H -1.56 1.96 1.71 0.113
H -3.33 1.64 1.51 0.593
H -2.25 0.43 2.30 0.312
C -2.36 1.75 -1.29 -0.888
H -3.36 2.18 -1.06 0.410
H -1.60 2.54 -1.24 0.083
H -2.38 1.35 -2.32 0.326
C 2.19 -1.71 -2.94 -1.344
H 2.27 -1.95 -4.01 0.401
H 2.95 -0.96 -2.66 0.416
H 2.36 -2.61 -2.33 0.373
C 0.38 0.36 -3.74 -1.226
H 1.05 1.18 -3.44 0.310
H 0.66 0.02 -4.76 0.490
H -0.65 0.74 -3.75 0.317
H -0.09 -1.91 0.09 -0.263
H 1.89 -0.93 -0.23 -0.492
C 5.49 2.15 1.17 -0.552
C 4.75 1.02 1.56 -0.802
C 3.37 1.04 1.46 -0.580
C 2.67 2.17 0.98 1.267
C 3.43 3.30 0.60 -0.336
C 4.83 3.28 0.70 -0.747
P 0.86 1.99 0.84 -0.843
C 0.69 1.77 2.62 1.046
C 0.34 0.52 3.17 -0.181
C 0.25 0.37 4.56 -0.873
C 0.51 1.45 5.40 -0.610
C 0.86 2.69 4.86 -0.748
C 0.95 2.85 3.48 -0.830
C 0.60 3.35 -0.31 0.358
C -0.14 4.46 0.09 -0.444
C -0.31 5.54 -0.78 -0.781
C 0.26 5.51 -2.06 -0.551
C 1.01 4.40 -2.46 -1.014
C 1.18 3.32 -1.58 -0.413
H 6.57 2.13 1.24 0.395
H 5.26 0.14 1.92 0.440
H 2.82 0.15 1.74 0.230
H 2.96 4.20 0.23 0.419
H 5.40 4.15 0.41 0.436
H 0.15 -0.33 2.53 0.589
H -0.02 -0.59 4.98 0.488
H 0.44 1.33 6.48 0.409
H 1.06 3.53 5.52 0.457
H 1.23 3.81 3.07 0.412
H -0.58 4.50 1.08 0.389
H -0.89 6.41 -0.47 0.428
H 0.13 6.35 -2.73 0.407
H 1.46 4.37 -3.44 0.454
H 1.78 2.48 -1.88 1.048



Entry 3:
49
Properties=species:S:1:pos:R:3:mulliken_charge:R:1 method="wB97M-V/def2-TZVPD" relative_energy_kcal_mol=150.63 e_homo_ev=-14.3 homo_lumo_gap_ev=6.4102 e_lumo_ev=-7.9 total_charge=+2
Ba -1.70 -0.36 0.09 1.778
C -0.97 4.41 -0.32 -0.788
O -0.72 3.55 0.76 -0.246
C 0.09 4.21 1.79 -0.740
C 0.12 3.47 3.14 -0.624
N 0.81 2.18 2.87 -0.215
C 1.03 1.52 4.13 -0.985
C -0.09 0.76 4.84 -0.505
O -0.99 0.08 3.90 -0.249
C -1.81 -1.01 4.52 -0.671
H -0.12 4.88 -0.81 0.316
H -1.70 5.11 0.08 0.342
H -1.54 3.91 -1.11 0.224
H -0.26 5.21 2.05 0.422
H 1.12 4.43 1.50 0.414
H -0.91 3.35 3.48 0.289
H 0.77 4.05 3.79 0.417
H 1.69 2.38 2.42 0.307
H 1.58 2.23 4.75 0.448
H 1.77 0.75 3.94 0.420
H -0.64 1.49 5.45 0.326
H 0.39 0.11 5.57 0.418
H -2.69 -0.61 5.01 0.304
H -1.27 -1.54 5.31 0.305
H -2.12 -1.70 3.73 0.170
C 1.42 -4.02 0.22 -0.739
O 1.17 -3.01 -0.77 -0.264
C 2.23 -2.97 -1.71 -0.710
C 1.72 -2.43 -3.09 -0.735
N 1.17 -1.07 -3.15 -0.135
C 0.58 -0.67 -4.48 -0.927
C -0.73 -1.35 -4.89 -0.368
O -1.64 -1.01 -3.94 -0.252
C -2.93 -1.65 -4.20 -0.882
H 0.82 -3.64 1.04 0.176
H 2.45 -4.10 0.56 0.356
H 1.20 -5.04 -0.10 0.314
H 2.64 -3.96 -1.90 0.380
H 3.00 -2.50 -1.10 0.435
H 1.12 -3.29 -3.40 0.309
H 2.56 -2.47 -3.77 0.421
H 1.95 -0.45 -2.98 0.307
H 1.24 -0.76 -5.34 0.392
H 0.23 0.35 -4.35 0.331
H -0.76 -2.44 -4.83 0.351
H -1.18 -0.94 -5.80 0.408
H -3.39 -1.45 -5.17 0.328
H -3.74 -1.24 -3.59 0.259
H -2.96 -2.74 -4.15 0.370



Entry 4:
128
Properties=species:S:1:pos:R:3:mulliken_charge:R:1 method="wB97M-V/def2-TZVPD" relative_energy_kcal_mol=39.46 e_homo_ev=-13.6 homo_lumo_gap_ev=4.6205 e_lumo_ev=-9.0 total_charge=+3
Ti 0.14 0.23 0.16 0.468
I -0.99 2.51 2.10 0.476
C 0.08 3.43 3.73 -1.216
I 2.08 2.75 4.00 0.088
H -0.48 3.22 4.64 0.727
H 0.12 4.49 3.52 0.641
C -6.61 -3.27 -0.92 -0.792
N -6.51 -1.87 -1.27 0.194
C -7.56 -0.99 -1.39 -0.479
C -7.03 0.22 -1.67 -0.653
N -5.65 0.10 -1.72 0.289
B -4.73 1.37 -1.78 0.573
N -3.57 1.14 -2.82 0.990
C -3.76 1.02 -4.17 -0.553
C -2.55 0.90 -4.77 -1.018
N -1.60 0.96 -3.78 0.469
C -0.18 1.03 -4.02 -1.091
C -2.25 1.11 -2.60 -1.082
S -1.49 1.39 -1.06 -0.068
C -5.36 -1.19 -1.48 -0.728
S -3.81 -1.90 -1.41 -0.298
H -7.60 -3.45 -0.50 0.347
H -5.85 -3.51 -0.17 0.281
H -6.47 -3.91 -1.79 0.280
H -8.58 -1.30 -1.26 0.489
H -7.51 1.16 -1.84 0.513
H -4.23 1.56 -0.70 -0.275
H -5.40 2.27 -2.18 -0.167
H -4.74 1.04 -4.61 0.560
H -2.29 0.80 -5.81 0.627
H 0.09 0.38 -4.85 0.533
H 0.11 2.05 -4.28 0.296
H 0.37 0.73 -3.13 0.040
N 1.33 -0.13 1.84 0.509
C 2.10 -0.76 2.44 -0.581
N 2.93 -1.50 3.08 0.413
C 3.91 -1.01 4.08 -0.579
C 4.08 -2.07 5.17 -0.752
C 2.77 -2.83 5.38 -0.456
C 2.44 -3.67 4.14 -0.634
C 2.91 -2.96 2.86 -0.371
H 3.53 -0.07 4.49 0.283
H 4.85 -0.81 3.57 0.287
H 4.39 -1.58 6.09 0.452
H 4.87 -2.77 4.89 0.338
H 1.97 -2.11 5.59 0.094
H 2.86 -3.49 6.25 0.461
H 1.36 -3.86 4.09 0.026
H 2.94 -4.64 4.19 0.442
H 2.25 -3.18 2.01 0.093
H 3.92 -3.26 2.59 0.486
C -0.60 -4.31 -1.74 -0.773
N -1.19 -3.37 -2.73 1.019
C -1.36 -4.06 -4.03 -0.848
C -0.48 -2.04 -2.85 0.662
C 0.90 -1.94 -2.23 0.697
C 1.90 -2.64 -2.90 -0.294
C 3.21 -2.63 -2.47 -1.292
C 3.54 -1.86 -1.37 -1.323
C 2.56 -1.11 -0.74 -0.738
C 1.20 -1.12 -1.11 2.006
H -0.34 -3.77 -0.84 0.199
H -1.34 -5.07 -1.50 0.369
H 0.28 -4.79 -2.15 0.455
H -2.14 -3.09 -2.38 -0.448
H -0.39 -4.32 -4.45 0.348
H -1.90 -3.42 -4.73 0.329
H -1.93 -4.97 -3.89 0.424
H -1.13 -1.30 -2.39 -2.035
H -0.40 -1.83 -3.92 0.363
H 1.64 -3.20 -3.79 0.488
H 3.97 -3.19 -3.00 0.514
H 4.56 -1.80 -1.02 0.628
H 2.91 -0.45 0.05 0.702
C 0.78 5.04 -4.33 -0.773
C -0.10 4.98 -3.26 -1.173
C 0.16 4.13 -2.20 -0.184
C 1.31 3.35 -2.20 0.897
C 2.18 3.39 -3.28 -0.144
C 1.91 4.24 -4.35 -0.757
As 1.76 2.32 -0.59 1.997
C 2.14 3.91 0.49 0.152
C 1.26 4.89 0.92 -1.006
C 1.73 6.01 1.58 -0.869
C 3.09 6.14 1.84 -0.974
C 3.98 5.17 1.39 -0.528
C 3.52 4.07 0.68 0.441
C 4.37 3.08 0.00 0.122
C 5.76 3.08 0.00 -0.558
C 6.45 2.18 -0.79 -1.114
C 5.77 1.28 -1.60 -1.163
C 4.38 1.26 -1.59 -0.080
C 3.69 2.15 -0.78 -0.586
H 0.59 5.72 -5.15 0.440
H -0.98 5.61 -3.25 0.510
H -0.53 4.09 -1.36 0.406
H 3.07 2.77 -3.29 0.374
H 2.60 4.27 -5.19 0.467
H 0.20 4.82 0.70 0.619
H 1.05 6.79 1.88 0.535
H 3.46 7.00 2.37 0.461
H 5.04 5.31 1.56 0.453
H 6.31 3.79 0.60 0.486
H 7.54 2.18 -0.79 0.461
H 6.32 0.60 -2.24 0.525
H 3.85 0.57 -2.24 0.960
C -2.04 -3.94 2.69 -1.642
C -1.52 -3.05 1.56 -0.068
As -1.58 -1.08 1.86 0.893
C -1.11 -1.21 3.78 -0.455
C -0.70 0.03 4.56 -1.040
C -3.53 -0.76 2.02 0.334
C -3.96 0.35 2.98 -1.193
H -2.09 -4.97 2.34 0.484
H -3.05 -3.65 3.00 0.293
H -1.39 -3.92 3.56 0.243
H -2.09 -3.23 0.66 0.240
H -0.47 -3.28 1.36 0.086
H -0.31 -1.96 3.84 -0.231
H -2.00 -1.65 4.23 0.838
H 0.23 0.46 4.16 -0.206
H -0.53 -0.23 5.60 0.472
H -1.48 0.79 4.54 0.300
H -3.95 -1.71 2.34 0.501
H -3.90 -0.54 1.03 -0.633
H -3.58 0.19 3.99 0.301
H -5.05 0.36 3.04 0.453
H -3.65 1.33 2.63 0.206



Entry 5:
6
Properties=species:S:1:pos:R:3:mulliken_charge:R:1 method="wB97M-V/def2-TZVPD" relative_energy_kcal_mol=27.62 e_homo_ev=-9.6 homo_lumo_gap_ev=8.1178 e_lumo_ev=-1.5
N 0.06 0.47 -0.92 -0.238
P -0.05 -0.69 -1.84 0.210
Cl 0.06 0.85 2.60 -0.099
Br -1.64 -0.44 2.48 0.089
Br 2.08 -1.31 -1.86 -0.197
H -0.51 1.12 -0.46 0.235



Entry 6:
78
Properties=species:S:1:pos:R:3:mulliken_charge:R:1 method="wB97M-V/def2-TZVPD" relative_energy_kcal_mol=62.53 e_homo_ev=-7.1 homo_lumo_gap_ev=9.3839 e_lumo_ev=2.2 total_charge=-1
B -0.19 0.03 -1.79 0.627
F -0.60 1.30 -1.86 -0.367
F 0.24 -0.22 -3.11 -0.459
F 0.84 -0.06 -0.90 -0.409
F -1.30 -0.73 -1.53 -0.390
C -4.32 1.56 -7.30 -0.993
C -4.84 1.43 -5.88 -0.175
O -5.53 0.16 -5.84 -0.524
H -3.88 0.64 -7.69 0.324
H -3.63 2.40 -7.27 0.291
H -5.03 1.90 -8.05 0.278
H -5.52 2.23 -5.58 0.293
H -3.88 1.42 -5.36 0.195
H -4.87 -0.51 -6.04 0.310
C 2.57 5.65 -0.26 -1.158
C 3.62 5.09 -1.25 -0.156
O 2.99 4.35 -2.29 -0.483
H 2.00 6.44 -0.75 0.317
H 2.86 6.34 0.53 0.374
H 1.92 4.97 0.29 0.356
H 4.38 4.63 -0.62 0.198
H 4.08 5.88 -1.85 0.243
H 2.25 3.88 -1.91 0.310
C -3.89 4.47 3.19 -0.945
C -3.10 3.20 2.80 -0.120
O -3.82 2.51 1.73 -0.542
H -3.20 5.08 3.76 0.295
H -4.73 4.13 3.79 0.258
H -4.38 5.05 2.42 0.288
H -2.96 2.47 3.60 0.212
H -2.12 3.41 2.39 0.255
H -3.20 2.12 1.11 0.302
O -3.68 -4.84 0.65 -0.652
H -3.21 -4.01 0.64 0.337
H -3.07 -5.47 0.28 0.315
O -3.25 5.27 -1.93 -0.644
H -4.14 5.10 -1.63 0.313
H -2.94 4.42 -2.24 0.330
O 0.23 1.15 -7.54 -0.647
H 0.08 0.86 -6.64 0.336
H 0.25 2.11 -7.48 0.311
O -2.33 -2.49 -5.16 -0.642
H -1.91 -1.79 -4.66 0.352
H -1.65 -3.15 -5.26 0.289
C -1.19 -2.26 9.87 -1.398
C -1.82 -2.49 8.59 0.675
C -0.88 -2.39 7.37 -0.760
O -0.42 -1.10 7.21 -0.297
C 0.31 -0.94 6.08 -0.800
N -2.45 -3.75 8.58 -0.778
H -0.48 -3.03 10.18 0.335
H -2.00 -2.33 10.60 0.346
H -0.76 -1.26 9.86 0.341
H -2.59 -1.73 8.43 0.220
H -1.38 -2.75 6.47 0.337
H -0.04 -3.09 7.44 0.346
H -0.22 -1.08 5.14 0.303
H 1.22 -1.54 6.19 0.347
H 0.70 0.07 6.18 0.255
H -3.08 -3.89 9.36 0.255
H -3.14 -3.65 7.85 0.273
C 5.38 -4.67 -1.80 -1.421
C 4.64 -3.49 -2.29 0.533
C 5.44 -2.78 -3.32 -0.771
O 6.74 -2.40 -2.91 -0.375
C 6.80 -1.06 -2.28 -0.667
N 3.41 -3.97 -2.82 -0.722
H 6.43 -4.44 -1.63 0.343
H 5.39 -5.48 -2.54 0.329
H 4.99 -5.05 -0.86 0.320
H 4.49 -2.75 -1.50 0.335
H 4.93 -1.89 -3.69 0.410
H 5.63 -3.52 -4.10 0.339
H 7.71 -0.87 -1.73 0.260
H 5.97 -0.88 -1.60 0.286
H 6.75 -0.36 -3.12 0.275
H 2.93 -3.11 -3.01 0.253
H 3.47 -4.45 -3.71 0.272



Entry 7:
34
Properties=species:S:1:pos:R:3:mulliken_charge:R:1 method="wB97M-V/def2-TZVPD" e_homo_ev="0.5 / -1.5" homo_lumo_gap_ev="4.2416 / 5.8792" e_lumo_ev="4.7 / 4.4" multiplicity=11 total_charge=-2
Gd -0.46 -0.65 -0.36 0.975
Cl -0.24 1.72 -1.08 -0.599
C -2.78 -0.66 0.00 -1.074
H -3.18 -1.42 0.68 0.294
H -3.37 -0.69 -0.93 0.371
H -2.99 0.32 0.48 0.239
V 0.83 -0.90 -5.22 0.243
C 2.50 0.30 -5.32 -0.992
C -0.92 -0.03 -5.91 -0.991
C 0.93 -2.66 -4.78 -0.827
H -1.57 -0.83 -6.30 0.233
H -1.49 0.59 -5.20 0.241
H -0.63 0.60 -6.77 0.200
H 3.40 -0.34 -5.30 0.227
H 2.44 0.79 -6.30 0.188
H 2.60 1.08 -4.54 0.258
H 0.05 -3.33 -4.83 0.162
H 1.92 -3.12 -4.61 0.135
O 0.07 -1.79 1.74 -0.990
C 0.04 -0.66 2.36 0.659
N -0.19 0.42 1.57 -0.292
S -0.30 1.91 2.33 0.980
O 0.82 2.75 2.04 -0.621
O -1.64 2.39 2.19 -0.639
C 0.05 1.11 3.87 0.339
C 0.16 1.84 5.05 -0.560
C 0.43 1.11 6.22 -0.559
C 0.63 -0.29 6.15 -0.331
C 0.56 -0.98 4.93 -0.605
C 0.27 -0.25 3.76 -0.056
H 0.03 2.91 5.00 0.365
H 0.47 1.66 7.16 0.320
H 0.84 -0.82 7.08 0.314
H 0.72 -2.06 4.84 0.397



Entry 8:
17
Properties=species:S:1:pos:R:3:mulliken_charge:R:1 method="wB97M-V/def2-TZVPD" relative_energy_kcal_mol=13.51 e_homo_ev=-8.3 homo_lumo_gap_ev=9.0647 e_lumo_ev=0.8
C 2.00 -0.11 1.20 -1.239
C 0.95 0.88 0.76 1.033
C 0.03 1.32 1.63 -1.403
N 1.04 1.35 -0.55 -0.496
H 1.49 -0.97 1.59 0.302
H 2.51 0.35 2.04 0.280
H 2.63 -0.43 0.39 0.430
H -0.64 2.13 1.45 0.401
H -0.08 0.82 2.58 0.273
H 1.87 1.05 -1.03 0.217
H 0.83 2.33 -0.67 0.215
H -0.17 -3.26 -1.82 0.305
H -1.07 -2.05 -1.57 0.325
O -0.89 -2.74 -2.21 -0.644
H -3.43 0.02 -0.26 0.300
H -2.20 0.35 0.58 0.334
O -2.47 -0.03 -0.26 -0.633



Entry 9:
10
Properties=species:S:1:pos:R:3:mulliken_charge:R:1 method="wB97M-V/def2-TZVPD" relative_energy_kcal_mol=35.02 e_homo_ev=-9.0 homo_lumo_gap_ev=9.9736 e_lumo_ev=0.9
C -1.10 -0.82 -0.05 -0.965
N 0.75 1.29 -0.01 -0.392
C 1.07 -0.01 -0.03 0.114
N 0.30 -1.05 -0.01 -0.445
H -1.54 -1.87 0.19 0.262
H -1.56 -0.37 -0.87 0.326
H -1.35 -0.29 0.84 0.385
H -0.20 1.57 -0.08 0.211
H 1.53 1.89 -0.33 0.241
H 2.10 -0.34 0.34 0.262



Entry 10:
69
Properties=species:S:1:pos:R:3:mulliken_charge:R:1 method="wB97M-V/def2-TZVPD" relative_energy_kcal_mol=92.93 e_homo_ev="-20.3 / -20.3" homo_lumo_gap_ev="4.6105 / 4.7184" e_lumo_ev="-15.7 / -15.5" multiplicity=4 total_charge=+4
Tc 0.13 0.17 -0.12 0.068
P 1.76 0.91 1.36 1.204
P -1.59 1.55 0.67 0.719
P 0.75 1.39 -1.68 0.952
H -1.23 -1.91 1.53 0.117
C -0.53 -2.32 0.77 -0.359
C 0.80 -2.27 0.89 -0.675
H 1.35 -1.95 1.81 0.183
C 2.18 0.25 3.01 -1.391
C 1.60 2.68 1.86 -1.279
C 3.42 0.89 0.59 -1.210
C -3.14 0.77 0.15 -1.175
C -2.03 2.02 2.38 -1.182
C -1.71 3.25 -0.02 -1.370
C 2.08 0.50 -2.62 -1.141
C 1.44 3.08 -1.57 -1.521
C -0.55 1.64 -2.96 -1.462
H -1.04 -2.88 0.00 0.554
H 1.42 -2.58 0.06 0.452
H 2.15 -0.84 2.99 0.430
H 1.45 0.62 3.75 0.259
H 3.20 0.55 3.31 0.620
H 0.77 2.82 2.56 0.218
H 1.46 3.37 1.02 0.333
H 2.53 2.98 2.38 0.505
H 3.58 -0.08 0.11 0.384
H 4.17 1.03 1.38 0.504
H 3.57 1.66 -0.17 0.284
H -3.95 1.48 0.35 0.500
H -3.28 -0.14 0.74 0.380
H -3.10 0.53 -0.92 0.294
H -2.80 2.80 2.37 0.657
H -1.16 2.39 2.94 0.262
H -2.42 1.15 2.92 0.377
H -2.61 3.71 0.40 0.609
H -1.83 3.23 -1.11 0.349
H -0.84 3.85 0.26 0.375
H 1.72 0.25 -3.63 0.431
H 2.35 -0.44 -2.13 0.435
H 2.97 1.14 -2.69 0.422
H 1.62 3.46 -2.59 0.530
H 2.40 3.11 -1.04 0.352
H 0.77 3.78 -1.07 0.404
H -0.20 1.25 -3.92 0.460
H -0.76 2.71 -3.09 0.519
H -1.52 1.16 -2.76 0.441
C -0.76 -2.48 -3.55 1.019
C -1.80 -2.46 -4.50 -0.479
C -1.84 -3.35 -5.61 -0.642
C -0.85 -4.32 -5.78 -0.382
C 0.17 -4.40 -4.80 -0.673
C 0.22 -3.53 -3.70 -0.449
S -0.94 -1.28 -2.31 0.486
H 0.54 -0.98 -1.12 0.074
H -2.59 -1.73 -4.36 0.457
H -2.66 -3.26 -6.33 0.427
H -0.88 -4.97 -6.66 0.474
H 0.93 -5.16 -4.96 0.433
H 1.00 -3.63 -2.96 0.437
C -0.89 -0.03 5.45 -1.328
C -0.73 -0.92 4.27 0.709
C -0.21 -2.32 4.48 -1.232
O -1.02 -0.51 3.13 -0.293
H -0.21 -0.31 6.24 0.421
H -1.92 -0.13 5.82 0.410
H -0.70 1.00 5.17 0.313
H -0.15 -2.85 3.52 0.193
H 0.80 -2.28 4.94 0.378
H -0.88 -2.85 5.17 0.431



Entry 11:
6
Properties=species:S:1:pos:R:3:mulliken_charge:R:1 method="wB97M-V/def2-TZVPD" relative_energy_kcal_mol=73.65 e_homo_ev="-5.7 / -5.2" homo_lumo_gap_ev="8.3301 / 4.9102" e_lumo_ev="2.6 / -0.2" total_charge=-1
C -0.22 0.06 0.05 0.394
N 0.51 1.15 0.02 -0.307
N 0.38 -1.11 0.02 -0.291
N 1.70 0.62 -0.04 -0.264
N 1.62 -0.72 -0.04 -0.269
Br -3.99 0.00 -0.01 -0.263